P:
Molecular formula: C6H9NO
Method: DFT, ωB97M-V/def2-TZVPD

Output
- E_LUMO: 0.92 eV
- Orbital gap: 9.533 eV
- 2S+1: 1
- Total charge: 0
- SMILES string: C[C@@]12COC=C[C@H]1N2

The geometry in XYZ format:
```
17
Properties=species:S:1:pos:R:3:nbo_charge:R:1
C -0.459 0.383 1.766 -0.622
C -0.603 0.627 0.273 0.056
C 0.660 1.310 -0.417 -0.052
O 1.590 0.270 -0.235 -0.534
C 1.320 -1.090 -0.237 0.161
C 0.088 -1.603 -0.383 -0.339
C -0.816 -0.469 -0.753 -0.100
N -1.903 0.272 -0.174 -0.579
H 0.612 0.248 2.062 0.219
H -1.040 -0.492 2.044 0.230
H -0.900 1.263 2.273 0.218
H 0.586 1.500 -1.484 0.179
H 1.033 2.165 0.060 0.184
H 2.251 -1.644 -0.192 0.203
H -0.017 -2.711 -0.458 0.226
H -0.645 -0.127 -1.824 0.178
H -2.418 0.793 -0.874 0.372
```


Q:
Molecular formula: C6H9NO
Method: DFT, ωB97M-V/def2-TZVPD

Output
- E_LUMO: 0.03 eV
- Orbital gap: 9.507 eV
- 2S+1: 1
- Total charge: 0
- SMILES string: [H]/N=C(/C(=C)C)C(C)=O

The geometry in XYZ format:
```
17
Properties=species:S:1:pos:R:3:nbo_charge:R:1
H 0.908 2.276 -0.742 0.338
N -0.041 1.849 -0.504 -0.577
C 0.148 0.620 -0.061 0.156
C -0.958 -0.127 0.447 -0.063
C -0.845 -1.350 1.063 -0.333
C -2.297 0.523 0.341 -0.639
C 1.566 0.051 0.112 0.537
C 2.084 -0.452 -1.152 -0.743
O 2.270 -0.009 1.098 -0.509
H -1.614 -1.803 1.685 0.205
H 0.085 -1.928 1.171 0.204
H -2.322 1.120 1.310 0.229
H -2.584 1.100 -0.571 0.246
H -3.019 -0.206 0.513 0.211
H 2.170 0.215 -2.023 0.248
H 3.082 -0.702 -1.024 0.240
H 1.368 -1.176 -1.664 0.247
```


R:
Molecular formula: C6H9NO
Method: DFT, ωB97M-V/def2-TZVPD

Output
- E_LUMO: 0.94 eV
- Orbital gap: 10.622 eV
- 2S+1: 1
- Total charge: 0
- SMILES string: C[C@H]1[C@@H]2CCC(=O)N12

The geometry in XYZ format:
```
17
Properties=species:S:1:pos:R:3:nbo_charge:R:1
C 0.063 -0.339 2.487 -0.603
C 0.160 -0.386 1.026 -0.052
C -0.807 0.306 0.134 -0.076
C -0.970 -0.279 -1.297 -0.453
C 0.272 0.209 -2.007 -0.527
C 1.245 0.752 -0.839 0.701
O 2.401 1.090 -0.972 -0.534
N 0.518 0.836 0.340 -0.459
H -0.184 0.601 2.868 0.224
H 1.127 -0.632 2.890 0.215
H -0.655 -1.202 2.787 0.216
H 0.579 -1.307 0.660 0.201
H -1.541 0.993 0.594 0.216
H -1.853 0.153 -1.710 0.223
H -1.172 -1.384 -1.481 0.224
H -0.020 1.131 -2.811 0.239
H 0.838 -0.541 -2.669 0.244
```


It is R that is most stable; the runner-up trails by 31.2 kJ/mol.